Record 1
Formula: C35H70Cl2N2O7S
Source: the Open Molecules 2025 dataset
Level of theory: ωB97M-V with the def2-TZVPD basis set

Element x y z (Å)
1 C 0.228185 -1.643170 -2.636511
2 C 0.399350 -2.531423 -1.260021
3 Cl -1.114103 -3.663302 -1.198619
4 C 0.297401 -1.605421 0.129116
5 Cl -1.418886 -0.897696 0.137582
6 C 1.502734 -0.501010 0.254764
7 C 2.847145 -0.590047 -0.736533
8 C 4.108926 0.497827 -0.607710
9 C 4.118249 1.758972 0.461127
10 N 5.181415 2.834085 0.698960
11 S 4.436244 3.766690 1.976852
12 N 2.901247 3.019187 2.400540
13 C 2.801166 1.847249 1.434733
14 C 1.544775 0.746147 1.356778
15 C 0.336277 0.971359 2.445623
16 C 0.260453 -0.315992 3.457558
17 O -0.785069 -1.147570 3.533238
18 H 1.144281 -1.781091 -3.387407
19 H -0.740609 -1.945191 -3.262365
20 H 0.208863 -0.488179 -2.382467
21 H 1.320879 -3.256204 -1.257823
22 H 0.436735 -2.373997 1.026359
23 H 2.962471 -1.428253 -1.563730
24 H 5.065628 0.392547 -1.297618
25 H -0.706562 1.216616 1.922831
26 H 0.572207 1.919632 3.121404
27 H 1.189828 -0.506819 4.155276
28 C -5.606707 -1.448207 0.138059
29 C -5.319396 0.008518 0.463629
30 O -5.279360 0.848382 -0.685262
31 C -6.472393 0.918908 -1.464493
32 C -7.671078 1.439441 -0.689748
33 H -4.863917 -1.838394 -0.564797
34 H -5.579606 -2.054250 1.049182
35 H -6.590239 -1.577768 -0.320253
36 H -4.333052 0.073841 0.933587
37 H -6.035661 0.398173 1.193655
38 H -6.684971 -0.054754 -1.916200
39 H -6.264822 1.604486 -2.292411
40 H -7.936576 0.781847 0.141439
41 H -8.543824 1.517208 -1.346681
42 H -7.457610 2.428880 -0.271251
43 C -9.635313 -0.859398 4.497357
44 C -8.579655 0.169857 4.127476
45 O -8.821022 0.804083 2.875907
46 C -10.041509 1.533196 2.756289
47 C -10.167887 2.669514 3.756710
48 H -9.715838 -1.623988 3.718315
49 H -9.376279 -1.347488 5.442258
50 H -10.623081 -0.406972 4.614805
51 H -7.613081 -0.336293 4.040597
52 H -8.465880 0.919316 4.916888
53 H -10.894990 0.851556 2.820992
54 H -10.057300 1.952355 1.745049
55 H -10.176451 2.306757 4.787305
56 H -11.098326 3.222154 3.588889
57 H -9.325504 3.362710 3.658902
58 C 6.521727 -4.469764 2.348146
59 C 6.417737 -4.006588 0.904108
60 O 5.880216 -2.695386 0.767201
61 C 6.606943 -1.640384 1.395167
62 C 8.028091 -1.493755 0.878574
63 H 5.542241 -4.431847 2.835135
64 H 6.895617 -5.497596 2.392100
65 H 7.200842 -3.842019 2.930305
66 H 5.740800 -4.679810 0.368821
67 H 7.385420 -4.074740 0.397405
68 H 6.591498 -1.767614 2.481824
69 H 6.059802 -0.715734 1.184910
70 H 8.628839 -2.384217 1.078495
71 H 8.521521 -0.642496 1.359386
72 H 8.028182 -1.333255 -0.204911
73 C 3.458423 2.085916 -4.519933
74 C 3.777535 0.639955 -4.176485
75 O 2.922290 -0.297500 -4.821977
76 C 2.933352 -0.292467 -6.248635
77 C 4.298252 -0.593346 -6.844078
78 H 2.418556 2.319395 -4.270626
79 H 4.113221 2.762923 -3.962197
80 H 3.593615 2.292026 -5.584551
81 H 3.641420 0.498053 -3.099759
82 H 4.825457 0.406217 -4.388684
83 H 2.537254 0.655645 -6.624717
84 H 2.231481 -1.069050 -6.569330
85 H 5.038171 0.162859 -6.571198
86 H 4.238037 -0.623278 -7.937133
87 H 4.668577 -1.560120 -6.486437
88 C 9.806214 -3.070302 -4.361423
89 C 8.466279 -3.452468 -4.968973
90 O 7.550784 -3.997000 -4.024367
91 C 7.184142 -3.153584 -2.933621
92 C 6.514811 -1.860511 -3.367200
93 H 10.267262 -3.934812 -3.873523
94 H 10.484853 -2.702432 -5.137495
95 H 9.703806 -2.285625 -3.607789
96 H 8.633052 -4.226131 -5.725038
97 H 8.013247 -2.603618 -5.490527
98 H 8.054981 -2.956287 -2.301197
99 H 6.480084 -3.724720 -2.319897
100 H 7.180718 -1.238599 -3.970178
101 H 6.213283 -1.276199 -2.491441
102 H 5.625766 -2.072002 -3.970994
103 C -5.828420 3.107481 2.894121
104 C -5.442639 4.553482 2.627952
105 O -6.018122 5.472257 3.550774
106 C -5.677370 5.292770 4.924518
107 C -4.187280 5.406224 5.197998
108 H -6.916774 2.991976 2.882563
109 H -5.398118 2.452068 2.130288
110 H -5.473383 2.762987 3.868515
111 H -5.808339 4.836013 1.635761
112 H -4.355069 4.673101 2.601768
113 H -6.075999 4.341566 5.289969
114 H -6.197305 6.079382 5.480811
115 H -3.617273 4.630839 4.680641
116 H -3.988947 5.307754 6.270500
117 H -3.807270 6.375755 4.858436

Forces on atoms 1 to 3 (eV/Å):
C 0.58 0.35 -0.77
C -0.56 0.72 -0.35
Cl 1.57 0.50 0.05

## Properties
LUMO: -1.89 eV
Kohn-Sham gap: 6.8 eV
SMILES string: C[C@H](Cl)[C@H](Cl)c1ccc2nsnc2c1CC=O.CCOCC.CCOCC.CCOCC.CCOCC.CCOCC.CCOCC
molecular weight: 733.9 g/mol


Record 2
Formula: C7H13FN2Sb
Source: the Open Molecules 2025 dataset
Level of theory: ωB97M-V with the def2-TZVPD basis set

Element x y z (Å)
1 C -2.260017 0.504786 -0.957151
2 C -0.948279 0.680753 -1.678470
3 F -1.227739 0.856173 -3.064960
4 Sb 0.603335 -0.938686 -1.463633
5 N -0.769040 -2.374866 -0.706295
6 C 0.900272 -0.146896 0.605294
7 C 1.534796 1.086194 0.777538
8 C 1.661012 1.641514 2.050438
9 C 1.220318 0.901704 3.146044
10 N 0.624841 -0.284439 3.018738
11 C 0.511362 -0.797292 1.785195
12 H -2.083328 0.491028 0.121404
13 H -2.749367 -0.432099 -1.231299
14 H -2.942176 1.331623 -1.183270
15 H -0.472594 1.616700 -1.361044
16 H 0.241710 -1.504601 -3.097768
17 H 1.899217 -2.096382 -1.242679
18 H 1.772393 0.267381 -2.055420
19 H -1.388317 -2.609499 -1.477235
20 H -1.372826 -2.014379 0.026812
21 H 1.883308 1.634126 -0.094317
22 H 2.105241 2.618702 2.203987
23 H 1.261168 1.318903 4.146990
24 H -0.005291 -1.750450 1.731101

Forces on atoms 1 to 3 (eV/Å):
C -0.04 0.03 -0.05
C 0.01 0.02 -0.06
F -0.04 -0.02 0.09

## Properties
LUMO: 3.56 eV
Kohn-Sham gap: 7.5 eV
molecular weight: 266.0 g/mol
total charge: -1


Record 3
Formula: C47H58F7NO6S
Source: the Open Molecules 2025 dataset
Level of theory: ωB97M-V with the def2-TZVPD basis set

Element x y z (Å)
1 C -2.027787 5.490708 -4.418625
2 O -1.083875 6.428341 -3.783556
3 C 0.305790 5.907920 -3.816783
4 C 0.861671 5.452271 -2.314924
5 C -0.254145 4.638459 -1.430331
6 C -0.313935 3.022793 -1.702268
7 C 0.447498 2.516801 -3.063193
8 C 0.540203 0.847321 -3.023179
9 C -0.666160 0.117492 -3.865963
10 C -2.060970 -0.056286 -3.001608
11 C -1.817142 -0.740384 -1.504553
12 C -2.064738 0.416870 -0.366958
13 C -2.835482 -0.117583 0.993600
14 C -2.303102 -1.578717 1.604977
15 C -0.653419 -1.674946 1.547964
16 C 0.025004 -2.367453 2.876569
17 C 1.644877 -2.611828 2.609467
18 N 2.474023 -1.340235 2.728885
19 C 3.667455 -1.172928 1.806270
20 C 4.413276 0.255452 2.117711
21 C 3.475735 0.925785 3.312646
22 C 2.283916 -0.156625 3.667175
23 O -2.252367 0.808013 2.018010
24 S -3.423750 2.016258 2.436819
25 O -3.875912 1.879086 3.924955
26 O -2.799180 3.396142 2.016327
27 O -4.795007 1.536082 1.542671
28 C -4.442547 0.155770 1.174971
29 C -5.513267 -0.400701 0.066350
30 O -5.016687 -0.448188 -1.317114
31 C -5.917305 0.229279 -2.262425
32 F -7.315839 -0.293684 -2.236032
33 F -5.408810 -0.075451 -3.652086
34 F -5.854193 1.733055 -2.151564
35 H -1.758257 4.355075 -4.261632
36 H -2.067105 5.770340 -5.571381
37 H -3.136631 5.644651 -4.007089
38 H 0.403001 4.957493 -4.498117
39 H 0.970547 6.811531 -4.219775
40 H 1.911961 4.893853 -2.372820
41 H 1.095374 6.468458 -1.733800
42 H -1.351328 5.066531 -1.573027
43 H -0.012413 4.770502 -0.269957
44 H -1.463779 2.747531 -1.832176
45 H 0.194920 2.493483 -0.791004
46 H -0.088284 2.822039 -4.058743
47 H 1.563786 2.884849 -3.153330
48 H 1.562780 0.571573 -3.569166
49 H 0.660419 0.475027 -1.914289
50 H -0.252302 -0.916439 -4.294557
51 H -0.914299 0.785829 -4.811354
52 H -2.776050 -0.782820 -3.618859
53 H -2.608297 0.978924 -2.946019
54 H -0.738172 -1.193219 -1.444271
55 H -2.593635 -1.640905 -1.415080
56 H -2.727805 1.312177 -0.781165
57 H -0.990675 0.811078 -0.053378
58 H -2.575733 -1.525087 2.765786
59 H -2.855647 -2.498984 1.136611
60 H -0.136874 -0.606492 1.440820
61 H -0.353251 -2.250527 0.546432
62 H -0.061441 -1.696182 3.836897
63 H -0.482994 -3.424100 3.001130
64 H 1.762977 -3.012950 1.505392
65 H 2.064224 -3.405646 3.395161
66 H 4.053935 -1.917429 0.966396
67 H 5.379039 0.731339 1.630493
68 H 3.683094 1.998997 3.789037
69 H 1.437970 -0.051749 4.489182
70 H -4.721749 -0.506770 2.127823
71 H -5.975720 -1.449300 0.309296
72 H -6.427794 0.366210 0.074649
73 F 3.032273 -2.021504 -1.254499
74 C 3.531025 -2.441645 -2.424687
75 C 4.877064 -2.237277 -2.707648
76 C 5.397940 -2.679159 -3.923792
77 C 4.563537 -3.311400 -4.848898
78 C 3.212709 -3.507369 -4.557708
79 C 2.694744 -3.075412 -3.336987
80 H 5.508059 -1.736861 -1.980405
81 H 6.450682 -2.531144 -4.151334
82 H 4.969243 -3.651896 -5.799180
83 H 2.564327 -3.996012 -5.280987
84 H 1.649148 -3.227609 -3.090626
85 F 5.885141 -3.091117 3.331241
86 C 6.839377 -2.533617 4.088369
87 C 7.801700 -3.342982 4.682099
88 C 8.798462 -2.762419 5.466315
89 C 8.815289 -1.378551 5.657106
90 C 7.842018 -0.575184 5.061055
91 C 6.852125 -1.154876 4.267896
92 H 7.767780 -4.416765 4.529488
93 H 9.559968 -3.385665 5.928506
94 H 9.590294 -0.926621 6.272491
95 H 7.854741 0.501220 5.214339
96 H 6.093194 -0.544454 3.789840
97 F -5.233257 -3.500558 -7.884513
98 C -6.261293 -3.327260 -7.043250
99 C -7.406421 -4.101694 -7.193540
100 C -8.475056 -3.925172 -6.314654
101 C -8.390710 -2.967506 -5.300979
102 C -7.239014 -2.191580 -5.161453
103 C -6.166367 -2.376135 -6.033464
104 H -7.457149 -4.834813 -7.991922
105 H -9.371724 -4.531040 -6.418873
106 H -9.226197 -2.827061 -4.618477
107 H -7.177280 -1.443991 -4.374304
108 H -5.260175 -1.787904 -5.933826
109 F 3.273055 0.624997 6.478834
110 C 2.409804 1.152817 7.356797
111 C 1.420811 0.348300 7.912041
112 C 0.524976 0.896204 8.830117
113 C 0.621516 2.246645 9.174739
114 C 1.614518 3.047166 8.608130
115 C 2.517016 2.496294 7.698695
116 H 1.355993 -0.696437 7.626075
117 H -0.246973 0.273772 9.275789
118 H -0.080203 2.674644 9.887466
119 H 1.685126 4.098937 8.874766
120 H 3.300547 3.101917 7.255493

Forces on atoms 1 to 3 (eV/Å):
C -0.96 0.16 -0.73
O 0.61 -2.39 -0.44
C 0.90 -0.12 0.38

## Properties
LUMO: 0.08 eV
Kohn-Sham gap: 7.7 eV
SMILES string: COCCCCCCCCCC[C@@]1(CCCCn2cccc2)OS(=O)(=O)O[C@H]1COC(F)(F)F.Fc1ccccc1.Fc1ccccc1.Fc1ccccc1.Fc1ccccc1
molecular weight: 898.0 g/mol


Record 4
Formula: C45H46ClIN6ORe
Source: the Open Molecules 2025 dataset
Level of theory: ωB97M-V with the def2-TZVPD basis set

Element x y z (Å)
1 Re 0.806691 -0.874256 0.511062
2 C 0.000609 -0.476695 3.558780
3 N 1.110684 -1.077593 2.766743
4 C 1.156310 -2.544282 3.001452
5 C 2.174901 -3.121238 2.069273
6 C 2.962644 -4.210020 2.380614
7 C 3.973429 -4.578585 1.504234
8 C 4.188469 -3.802741 0.379183
9 C 3.354005 -2.728485 0.130617
10 N 2.330033 -2.411148 0.937494
11 C 2.418263 -0.466256 3.133839
12 C 2.766946 0.688958 2.243062
13 C 3.673759 1.657332 2.625833
14 C 4.030970 2.642041 1.716064
15 C 3.471107 2.615594 0.450204
16 C 2.555940 1.626824 0.143995
17 N 2.192620 0.685668 1.028155
18 C -0.926877 0.240255 2.613759
19 C -2.149568 0.914085 3.279688
20 C -3.430385 0.640865 2.572945
21 C -3.498742 -0.245543 1.581638
22 C -2.298734 -0.904675 1.078038
23 N -1.113002 -0.706977 1.517768
24 H 0.398427 0.194269 4.315877
25 H -0.548512 -1.266239 4.075414
26 H 0.158963 -2.936004 2.799464
27 H 1.411038 -2.770640 4.041874
28 H 2.797098 -4.747292 3.304821
29 H 4.601189 -5.433336 1.716970
30 H 4.996609 -4.013333 -0.306598
31 H 3.510111 -2.088171 -0.725098
32 H 3.201132 -1.216033 3.020719
33 H 2.422469 -0.168490 4.183594
34 H 4.101365 1.633555 3.619546
35 H 4.741477 3.409796 1.991235
36 H 3.733281 3.349613 -0.298274
37 H 2.094853 1.558639 -0.829774
38 H -2.273858 0.678588 4.341373
39 H -4.321188 1.156105 2.913073
40 H -4.434008 -0.479118 1.091855
41 H -2.403822 -1.554501 0.217073
42 Cl 0.963639 -5.638718 -4.529030
43 C 1.185835 -4.224568 -3.566102
44 C 2.068153 -3.263321 -3.966849
45 C 2.267690 -2.099880 -3.192914
46 I 3.621202 -0.650878 -3.801023
47 C 1.579039 -1.913710 -2.022064
48 O 1.697837 -0.814932 -1.261128
49 C 0.653163 -2.905668 -1.611850
50 N -0.011066 -2.650729 -0.436641
51 C -0.831225 -3.577339 0.017686
52 C -1.093701 -4.774831 -0.665300
53 C -0.469924 -5.022385 -1.855561
54 C 0.446325 -4.075726 -2.362231
55 H 2.621801 -3.396765 -4.886081
56 H -1.312952 -3.378798 0.966693
57 H -1.786466 -5.484929 -0.236781
58 H -0.657827 -5.933703 -2.406205
59 C -2.511154 5.215444 0.697027
60 C -1.917660 3.930545 1.204211
61 C -2.243788 3.424086 2.427873
62 C -1.471284 2.312949 3.044726
63 C -0.835797 2.850463 4.329559
64 C -0.426753 1.619049 2.112216
65 C -0.618778 1.874377 0.630610
66 C -1.061757 3.211502 0.343159
67 N -0.405859 0.927198 -0.241339
68 C -0.986187 1.104172 -1.641275
69 C -1.166880 -0.270014 -2.300584
70 C -1.720447 -0.153866 -3.728582
71 C -3.091792 0.511475 -3.715644
72 C -2.945099 1.878160 -3.053163
73 C -1.970564 2.749307 -3.853207
74 C -0.602128 2.066473 -3.931519
75 C -0.750605 0.682666 -4.568328
76 C -0.019307 1.908779 -2.521128
77 C -2.413459 1.704661 -1.624018
78 H -3.139602 5.689636 1.447625
79 H -3.116358 5.036273 -0.194167
80 H -1.722007 5.915690 0.418920
81 H -2.976234 3.932178 3.046407
82 H -1.607327 3.189124 5.022519
83 H -0.188522 3.698751 4.102407
84 H -0.239684 2.095679 4.843533
85 H 0.597174 1.869048 2.390096
86 H -0.819983 3.654427 -0.609680
87 H -1.826435 -0.895780 -1.692806
88 H -0.209022 -0.753991 -2.379644
89 H -1.794274 -1.162762 -4.143295
90 H -3.811942 -0.098630 -3.161062
91 H -3.472508 0.614933 -4.734328
92 H -3.916970 2.373211 -2.997730
93 H -1.874614 3.734962 -3.384767
94 H -2.361421 2.913989 -4.859786
95 H 0.081854 2.676624 -4.525015
96 H 0.226107 0.190335 -4.626737
97 H -1.127427 0.777249 -5.589437
98 H 0.200784 2.890692 -2.094754
99 H 0.925500 1.358013 -2.580702
100 H -3.062542 1.022030 -1.061359
101 H -2.483468 2.667233 -1.129036

Forces on atoms 1 to 3 (eV/Å):
Re 0.07 -0.06 0.06
C -0.01 0.02 0.03
N 0.02 -0.01 -0.07

## Properties
ΔE to the lowest compared entry with this formula, charge and spin: 0.158 eV
LUMO (spin up / spin down): -5.55 / -6.03 eV
multiplicity: 2
Kohn-Sham gap (spin up / spin down): 6.7 / 6.3 eV
molecular weight: 1035.5 g/mol
total charge: +2


Question: Which of these has the highest molecular weight?
Answer: C45H46ClIN6ORe